A molecular structure, C35H59N9OPRuSSi2, computed with ωB97M-V/def2-TZVPD.

```
109
Properties=species:S:1:pos:R:3:forces:R:3
Ru -2.106629 1.326951 1.116638 0.16 0.35 0.02
N -5.221764 3.883278 2.972137 -0.02 0.00 0.01
C -4.066266 3.267760 2.482286 0.05 0.01 -0.01
S -4.202871 1.563334 2.092838 -0.10 -0.12 0.10
N -3.012433 3.967019 2.323394 -0.08 0.07 0.08
N -1.917343 3.278737 1.817109 0.05 -0.07 -0.03
C -0.850883 4.089465 1.724413 -0.05 0.11 -0.01
C 0.413526 3.856994 1.174012 0.06 -0.12 -0.01
C 1.235660 4.999903 0.936215 0.04 0.04 -0.01
C 2.397376 4.948565 0.209688 -0.04 0.08 0.04
C 2.820467 3.738904 -0.344174 0.03 -0.12 -0.03
C 2.081467 2.582841 -0.076115 -0.07 0.06 -0.06
C 0.958738 2.613919 0.714005 -0.06 0.06 0.14
O 0.249387 1.467444 1.063542 -0.04 -0.43 -0.45
H -5.821295 3.246408 3.474671 0.01 0.01 0.00
H -5.010048 4.720654 3.495617 0.00 0.00 0.00
H -1.050553 5.115143 2.022942 -0.01 -0.02 0.00
H 0.882887 5.951357 1.318100 0.00 0.00 0.01
H 2.966478 5.856178 0.046015 0.01 0.00 0.00
H 3.708343 3.683586 -0.959922 0.02 0.00 -0.01
H 2.419630 1.647474 -0.490901 0.00 0.01 0.02
C -1.758603 3.928565 -1.498018 -0.06 0.00 0.04
Si -2.917225 2.537661 -1.963735 0.08 -0.06 -0.01
C -2.507699 2.248037 -3.795142 0.00 -0.03 0.01
C -4.695373 3.132923 -1.839003 0.05 -0.01 -0.03
N -2.663842 1.160863 -0.936863 0.05 0.10 -0.21
C -3.283626 -0.052256 -1.146302 0.00 -0.01 0.13
C -4.018095 -0.401035 -2.286909 -0.10 -0.05 -0.11
C -4.580019 -1.661552 -2.442085 0.02 0.07 -0.02
C -4.430557 -2.615405 -1.447449 0.02 -0.04 0.05
C -3.727904 -2.292685 -0.293090 -0.01 0.01 -0.04
C -3.151302 -1.030762 -0.114950 -0.04 0.02 0.01
N -2.399269 -0.653805 0.988126 -0.15 -0.13 -0.09
Si -2.313263 -1.609263 2.439855 -0.03 -0.05 0.08
C -1.156881 -0.805193 3.665740 -0.05 0.00 0.01
C -3.999655 -1.803904 3.256122 0.07 -0.04 -0.02
C -1.706284 -3.382956 2.114778 -0.02 0.08 0.07
H -1.660039 4.608464 -2.349227 -0.02 0.01 0.00
H -0.758287 3.568650 -1.249671 0.03 -0.02 -0.01
H -2.124132 4.500505 -0.646425 0.01 0.01 0.07
H -2.573472 3.212668 -4.306941 0.00 0.02 -0.01
H -3.150066 1.548343 -4.329981 0.01 0.01 0.02
H -1.475997 1.899629 -3.898678 0.02 -0.01 0.01
H -4.824750 4.092381 -2.347141 -0.01 0.01 -0.01
H -4.960101 3.262544 -0.787019 0.00 0.00 0.02
H -5.396115 2.417431 -2.274578 -0.01 -0.01 0.01
H -4.165594 0.329798 -3.070987 0.03 -0.02 0.05
H -5.141169 -1.887502 -3.341329 0.00 -0.01 0.00
H -4.868289 -3.600396 -1.556197 0.00 0.00 0.01
H -3.633322 -3.035903 0.487155 0.00 -0.02 0.02
H -1.405169 0.246441 3.829640 -0.03 -0.02 0.02
H -0.127311 -0.848305 3.315888 0.00 0.06 -0.01
H -1.241654 -1.327119 4.624834 0.02 0.00 0.00
H -4.358312 -0.860365 3.666777 0.01 0.03 -0.01
H -3.922277 -2.531786 4.070450 -0.01 0.00 0.01
H -4.746143 -2.168970 2.547547 -0.01 0.00 -0.01
H -0.909508 -3.654807 2.811545 0.01 0.01 0.00
H -1.328617 -3.507269 1.100708 0.01 0.01 -0.06
H -2.516468 -4.102284 2.257082 -0.02 0.00 -0.03
N 0.932825 0.226510 1.329360 0.29 0.24 0.36
P 1.722281 -0.658239 0.280147 0.07 0.02 -0.10
N 1.155951 -0.865509 -1.257950 0.06 0.02 0.01
C -0.269066 -1.238934 -1.358355 -0.07 -0.07 0.11
C -0.515019 -2.068180 -2.606794 0.02 -0.06 -0.01
C -0.019434 -1.335140 -3.849806 -0.02 0.05 -0.03
C 1.429194 -0.879460 -3.677364 -0.01 0.00 0.00
C 1.578943 -0.059990 -2.401929 -0.05 0.06 -0.02
N 1.720230 -2.176918 0.961050 -0.10 0.01 0.08
C 1.535697 -3.434516 0.255995 0.17 0.00 -0.05
C 2.738314 -4.357450 0.444012 0.00 -0.02 0.00
C 3.061466 -4.546043 1.924636 0.02 -0.01 0.01
C 3.230305 -3.195707 2.617126 -0.02 -0.02 -0.02
C 1.995752 -2.332516 2.387251 -0.13 -0.06 0.04
N 3.355580 -0.280500 0.058804 -0.11 0.01 -0.09
C 4.193448 -1.215707 -0.689454 -0.04 0.06 0.01
C 5.248771 -0.438442 -1.487419 -0.03 -0.02 -0.03
C 5.672327 0.824600 -0.725376 0.03 0.00 0.01
C 5.551667 0.579323 0.773076 0.01 -0.01 0.00
C 4.083264 0.369900 1.161775 -0.06 0.00 -0.03
H -0.882675 -0.332676 -1.377681 0.10 0.02 -0.04
H -0.566526 -1.776009 -0.456558 0.06 -0.01 -0.05
H -1.585354 -2.277476 -2.673694 -0.01 0.02 -0.03
H 0.002096 -3.032226 -2.523260 0.00 0.02 0.01
H -0.643565 -0.451105 -4.015371 -0.05 0.01 0.03
H -0.126038 -1.964841 -4.736439 0.02 0.00 0.00
H 1.748465 -0.280157 -4.534134 0.00 0.01 0.00
H 2.094295 -1.748580 -3.616883 0.00 -0.01 0.00
H 0.952073 0.841214 -2.469342 0.00 -0.02 0.00
H 2.602940 0.276034 -2.261479 0.07 -0.04 0.02
H 1.379252 -3.234829 -0.800985 -0.01 0.02 -0.01
H 0.638523 -3.937143 0.634299 -0.01 -0.02 0.03
H 3.603917 -3.928824 -0.070143 -0.02 -0.02 0.02
H 2.525661 -5.321530 -0.025784 0.00 -0.01 0.00
H 3.958166 -5.158667 2.046648 0.00 -0.01 0.00
H 2.238314 -5.089350 2.402823 -0.01 0.01 0.01
H 4.111613 -2.682864 2.219382 0.02 0.02 -0.02
H 3.389400 -3.327417 3.690639 -0.01 -0.01 0.00
H 2.089244 -1.349467 2.843998 0.03 0.01 -0.02
H 1.131292 -2.814219 2.864665 0.05 0.02 -0.01
H 3.566198 -1.812999 -1.351679 -0.01 0.01 -0.02
H 4.678871 -1.922830 -0.004019 0.01 0.01 0.03
H 4.851319 -0.165870 -2.467499 0.00 -0.01 -0.01
H 6.110047 -1.088281 -1.666824 0.01 -0.01 0.02
H 5.024226 1.659064 -0.999556 -0.03 0.02 0.01
H 6.690954 1.111263 -0.993916 -0.01 0.00 -0.01
H 5.952651 1.414314 1.349282 -0.01 0.02 -0.01
H 6.147667 -0.299899 1.039501 0.00 0.00 0.01
H 3.607193 1.327383 1.361417 0.00 0.01 0.03
H 4.029799 -0.216391 2.086770 -0.02 -0.06 0.01
```
Positions in Å, forces in eV/Å.

Summary:
Orbital gap (spin up / spin down), hartree: 0.162 / 0.240
Net charge: -1
2S+1: 5
E_LUMO (spin up / spin down), eV: 2.4 / 2.4